The following is a quantum chemistry calculation of an isolated molecule of C3H6N2O in a non-equilibrium geometry, from the Open Molecules 2025 dataset.

Summary:
ΔE to the lowest compared entry with this formula, charge and spin	4.235	eV
2S+1	1
E_LUMO (alpha / beta)	-0.487 / -0.488	eV
electronic energy	-8232.4642	eV
SMILES	[H]/N=C(/C)CN=O
frontier orbital gap (alpha / beta)	9.01 / 9.01	eV

Last column: Löwdin charge in e.
Element x y z (Å)
C: 0.18819 0.42045 -0.48017  -0.443
C: 1.26668 -0.65236 -0.49139  -0.033
C: -1.07900 0.05010 0.26564  -0.125
N: 0.45984 1.54607 -0.98726  0.127
N: -0.87619 -1.07491 1.30324  -0.039
O: -0.78131 -0.70942 2.46449  -0.002
H: 2.18405 -0.13926 -0.91515  0.109
H: 0.96023 -1.47191 -1.13143  0.089
H: 1.32560 -0.81221 0.48617  0.008
H: -1.81867 -0.27176 -0.43090  0.102
H: -1.46866 0.92131 0.90152  0.136
H: -0.36076 2.19391 -0.98475  0.070